{
  "formula": "C30H26BF4IN2O2ReS5Si",
  "method": "the ωB97M-V functional and the def2-TZVPD basis",
  "homo_energy_ev": [-7.78, -7.40],
  "homo_lumo_gap_ev": [6.91, 4.58],
  "relative_energy_kj_mol": 137.01,
  "lumo_energy_ev": [-0.86, -2.83],
  "charge": 0,
  "spin_multiplicity": 4,
  "total_energy_ev": -122443.788,
  "symbols": ["Re", "C", "C", "N", "C", "C", "C", "O", "C", "C", "N", "C", "C", "C", "C", "C", "C", "I", "C", "O", "H", "H", "H", "H", "H", "H", "H", "H", "H", "H", "H", "H", "C", "S", "C", "C", "S", "S", "C", "S", "S", "H", "H", "H", "C", "C", "C", "C", "C", "C", "Si", "C", "C", "C", "C", "C", "C", "H", "H", "H", "H", "H", "H", "H", "H", "H", "H", "H", "F", "B", "F", "F", "F"],
  "coordinates": [[0.505305, 0.830706, -0.220493], [-4.068161, 0.811087, 0.782128], [-3.583912, -0.294324, -0.104200], [-4.432111, -1.198154, -0.516276], [-3.994085, -2.182351, -1.338526], [-2.719876, -2.270949, -1.817162], [-2.361998, -3.403163, -2.743598], [-1.232297, -4.162126, -2.311535], [-1.770436, -1.297523, -1.391181], [-0.440831, -1.377925, -1.924704], [0.629837, -0.743113, -1.530819], [1.882133, -1.161030, -2.113419], [2.016484, -2.420485, -2.704436], [3.203108, -2.806557, -3.300528], [4.302465, -1.960984, -3.301019], [4.212512, -0.740502, -2.655971], [3.017619, -0.358755, -2.063326], [3.037823, 1.384966, -0.919266], [-2.204801, -0.324735, -0.489584], [-1.427850, 0.602275, 0.012546], [-5.062993, 0.563939, 1.144851], [-4.119146, 1.748730, 0.225499], [-3.391201, 0.970887, 1.619157], [-4.730788, -2.929148, -1.612138], [-2.108594, -3.040089, -3.741817], [-3.237282, -4.048230, -2.852440], [-1.443175, -4.542715, -1.451935], [-0.323881, -2.062283, -2.750503], [1.204215, -3.133302, -2.660604], [3.270146, -3.789054, -3.747633], [5.232060, -2.261884, -3.764101], [5.076361, -0.092238, -2.592757], [2.197169, 4.095508, -3.619534], [0.878408, 5.320617, -3.661933], [-0.390358, 4.796785, -2.625751], [-0.811322, 3.524250, -2.206305], [-0.148338, 2.042818, -2.617625], [-2.213355, 3.546032, -1.164958], [-2.502415, 5.248160, -1.142557], [-3.719604, 5.969014, -0.350958], [-1.308503, 6.135352, -2.043200], [3.020103, 4.602293, -4.123231], [1.930306, 3.191089, -4.152695], [2.474198, 3.867727, -2.593413], [3.247596, 0.514380, 5.456301], [2.181498, -0.370849, 5.515663], [1.513819, -0.736195, 4.354661], [1.895959, -0.230167, 3.107798], [2.971811, 0.659187, 3.074078], [3.641999, 1.030110, 4.230621], [1.011218, -0.812621, 1.550433], [-0.617832, -1.599270, 2.048881], [-0.968675, -2.880193, 1.622660], [-2.219577, -3.419115, 1.902658], [-3.139095, -2.680792, 2.631082], [-2.803828, -1.407787, 3.078298], [-1.561102, -0.870471, 2.780923], [3.764216, 0.806954, 6.361496], [1.863416, -0.773733, 6.469039], [0.680493, -1.424840, 4.423926], [3.288100, 1.092471, 2.134902], [4.463894, 1.732539, 4.175344], [1.805523, -1.940885, 0.968652], [-0.249240, -3.466954, 1.059292], [-2.475076, -4.413779, 1.558143], [-4.115313, -3.093774, 2.850318], [-3.520023, -0.830165, 3.649628], [-1.322495, 0.133859, 3.116922], [2.596840, 3.291577, 1.220302], [1.299510, 3.745593, 1.016936], [1.163708, 4.224293, -0.277988], [0.831912, 4.579621, 1.973122], [0.427806, 2.490387, 1.083852]],
  "forces_ev_per_a": [[-0.6, 0.1, -0.2], [0.0, 0.0, 0.0], [0.0, 0.0, 0.0], [0.0, -0.1, -0.1], [0.0, 0.1, 0.1], [0.0, 0.0, 0.0], [0.0, 0.0, 0.0], [0.0, 0.0, 0.0], [0.2, 0.0, -0.2], [-0.2, -0.1, -0.1], [0.2, 0.1, 0.1], [-0.2, 0.0, 0.1], [0.0, 0.0, 0.0], [0.0, 0.0, 0.0], [0.0, 0.0, 0.0], [0.0, -0.1, 0.0], [0.1, 0.1, 0.0], [0.4, -0.1, 0.1], [0.0, 0.2, 0.1], [0.2, 0.0, 0.1], [0.0, 0.0, 0.0], [0.0, 0.0, 0.0], [0.0, 0.0, 0.0], [0.0, 0.0, 0.0], [0.1, 0.0, 0.0], [0.0, 0.0, 0.0], [0.0, 0.0, 0.0], [0.0, 0.0, 0.0], [0.0, 0.0, 0.0], [0.0, 0.0, 0.0], [0.0, 0.0, 0.0], [0.0, 0.0, 0.0], [0.0, 0.0, 0.1], [0.0, 0.0, -0.2], [-0.1, -0.2, 0.2], [0.1, 0.3, -0.1], [0.1, -0.2, 0.0], [0.0, 0.0, 0.1], [0.1, 0.0, 0.0], [-0.1, 0.1, 0.1], [0.0, 0.0, 0.0], [0.0, 0.0, 0.0], [0.0, 0.0, 0.0], [-0.1, 0.1, 0.0], [0.0, 0.0, 0.0], [0.0, 0.0, 0.0], [0.0, 0.0, 0.0], [0.0, 0.0, 0.1], [0.0, 0.0, 0.0], [0.0, 0.0, 0.0], [0.1, -0.1, 0.1], [-0.1, 0.0, 0.0], [0.0, 0.0, 0.0], [0.0, 0.1, 0.0], [0.0, 0.0, 0.0], [0.0, 0.0, 0.0], [0.0, -0.1, 0.0], [0.0, 0.0, 0.0], [0.0, 0.0, 0.0], [0.0, 0.0, 0.0], [0.0, 0.0, 0.0], [0.0, 0.0, 0.0], [0.0, 0.0, 0.0], [0.0, 0.0, 0.0], [0.0, 0.0, 0.0], [0.0, 0.0, 0.0], [0.0, 0.0, 0.0], [0.0, 0.0, 0.0], [0.1, 0.0, 0.0], [0.0, 0.1, 0.0], [0.0, 0.0, 0.0], [0.0, 0.0, 0.0], [-0.1, 0.0, -0.1]]
}